112
Properties=species:S:1:pos:R:3:forces:R:3:lowdin_charge:R:1 method="wB97M-V/def2-TZVPD" e_tot_ev=-77440.279 homo_energy_ev="-8.35 / -8.35" s2=0.7544 molar_mass_g_mol=714.8 relative_energy_kcal_mol=18.6 orbital_gap_ev="8.61 / 4.24" charge=0 spin_multiplicity=2 e_lumo_ev="0.26 / -4.11"
P -0.388117 0.595375 0.557855 -0.171 0.608 -0.784 0.206
F -1.900126 0.808072 1.094136 0.417 -0.066 0.205 -0.138
F 0.138680 0.394654 2.114998 0.031 1.032 -1.478 -0.158
F -0.538212 -0.993433 0.547416 -1.470 -1.999 0.505 -0.154
F 0.982221 0.274425 -0.203181 2.305 0.878 1.407 -0.136
F -0.934318 0.622254 -0.962560 -1.769 0.361 -0.932 -0.175
F -0.195190 2.191215 0.443798 0.589 -0.595 1.088 -0.116
C -4.710448 0.127776 -0.880303 0.270 1.681 0.908 -0.073
C -3.727579 -0.976872 -0.562342 -0.434 -0.773 1.341 -0.387
C -3.894619 -1.467616 0.959269 1.210 0.673 -0.804 -0.145
O -3.332835 -2.773976 1.098523 0.452 -0.397 0.590 -0.252
C -3.227534 -3.250292 2.445335 0.383 -0.233 0.042 -0.073
N -4.122551 -2.118154 -1.479327 0.171 1.110 1.747 0.059
H -4.484940 0.644787 -1.813016 -0.051 -0.464 -0.370 0.086
H -4.717766 0.965055 -0.182436 0.367 0.002 0.460 0.074
H -5.748066 -0.204658 -0.849768 0.019 -0.341 -0.280 0.086
H -2.679988 -0.688382 -0.648384 -0.373 0.098 -0.286 0.070
H -4.910536 -1.537024 1.348113 -0.298 0.482 -0.254 0.133
H -3.240164 -0.818570 1.541115 -0.612 0.333 0.273 0.105
H -2.907259 -2.556299 3.222447 -0.121 0.912 -0.448 0.094
H -2.410642 -3.971599 2.467884 -0.309 -0.437 -0.257 0.073
H -4.151588 -3.694517 2.815321 -0.124 -0.148 -0.317 0.093
H -4.851767 -1.599683 -1.947858 -0.228 -0.849 -1.105 0.045
H -4.633579 -2.508685 -0.700585 -0.783 -1.796 -0.772 0.050
C -0.691791 0.185658 -4.561852 1.630 -0.775 -0.938 -0.057
C -0.394475 -1.133633 -3.804629 0.839 1.273 -1.364 -0.375
C 0.989184 -1.038118 -3.115257 -1.683 -1.283 -0.277 -0.174
O 0.956860 -2.291727 -2.383084 2.817 -0.043 -0.552 -0.215
C 2.370218 -2.526810 -2.061202 -1.333 0.779 2.158 -0.069
N -1.581299 -1.371096 -2.947322 1.759 0.937 0.247 0.092
H 0.026906 0.413599 -5.349003 0.554 -0.337 -0.090 0.078
H -0.507407 1.013562 -3.877245 -1.122 0.149 0.087 0.062
H -1.591028 0.089095 -5.170257 -0.554 0.481 0.737 0.084
H -0.258352 -1.985100 -4.471392 -0.235 0.077 -0.255 0.133
H 1.293850 -0.188321 -2.504403 -0.862 0.113 0.591 0.111
H 1.768187 -1.019545 -3.877429 -0.030 -0.552 -0.402 0.124
H 3.095187 -2.697123 -2.857150 -0.499 0.240 -0.344 0.099
H 2.501063 -3.280758 -1.284972 -0.403 -0.716 -0.373 0.074
H 2.530752 -1.643981 -1.442383 1.210 0.337 -0.394 0.065
H -2.094089 -0.561013 -3.264976 -1.554 -0.376 0.006 0.055
H -1.226859 -0.909766 -2.121702 -0.234 -0.384 1.072 0.019
C 4.330982 0.418386 -0.261647 -1.734 1.146 1.799 -0.064
C 3.692561 1.818893 -0.559599 -0.872 -1.958 -0.175 -0.443
C 3.205040 2.586522 0.712561 -0.476 -0.258 -1.664 -0.182
O 2.976635 3.981591 0.463558 0.396 -1.009 0.640 -0.194
C 2.962504 4.649842 1.720649 0.128 1.173 -1.538 -0.105
N 4.645685 2.474530 -1.398725 1.111 1.175 0.462 0.049
H 3.709329 0.031039 0.545566 -0.021 -0.843 0.005 0.062
H 5.314649 0.568904 0.183154 0.268 -0.240 -0.378 0.077
H 4.270435 -0.215043 -1.146636 0.371 0.059 0.158 0.065
H 2.836952 1.571890 -1.188116 -0.367 0.358 0.235 0.094
H 3.859420 2.460434 1.575109 0.211 -0.120 0.025 0.109
H 2.212159 2.190251 0.925293 0.254 -0.460 0.502 0.084
H 2.749656 5.667842 1.394343 -0.072 0.253 0.541 0.088
H 3.976022 4.638168 2.121576 -0.066 -0.151 0.507 0.086
H 2.195364 4.328012 2.424929 0.092 -0.380 -0.017 0.081
H 5.231766 1.710892 -1.704432 0.148 0.014 -0.884 0.053
H 5.241348 2.804999 -0.653019 0.872 1.191 -0.184 0.070
C 0.396525 -3.749104 0.890677 -0.529 0.433 2.599 -0.019
C -0.287122 -4.127125 -0.401319 -0.289 -4.946 -1.479 -0.340
C -0.863881 -5.593375 -0.454509 1.238 -0.713 0.903 -0.198
O -1.544705 -5.947571 -1.627259 -0.688 -0.406 -1.229 -0.174
C -1.784857 -7.394740 -1.779065 0.829 0.802 1.255 -0.054
N -1.384506 -3.292426 -0.707698 3.528 2.624 0.938 0.354
H 1.103423 -2.919523 0.904376 -0.458 0.342 -0.767 0.093
H 0.979059 -4.510724 1.409037 -0.099 -0.879 -0.823 0.104
H -0.358897 -3.541813 1.648612 -0.071 0.411 0.137 0.071
H 0.592602 -4.128656 -1.044884 -0.883 0.504 -1.156 0.125
H -1.520298 -5.839126 0.380252 -0.066 0.383 0.524 0.124
H 0.039019 -6.190562 -0.327086 0.119 -0.578 0.023 0.121
H -0.840350 -7.850828 -2.075693 -0.032 -0.151 -0.022 0.086
H -2.582336 -7.736410 -2.438912 0.085 1.168 -0.516 0.086
H -2.102829 -7.809048 -0.822326 0.257 0.016 0.356 0.078
H -0.834755 -2.445584 -0.680675 -0.205 1.758 -2.007 0.076
H -1.922823 -2.993551 0.092924 -2.896 -0.911 0.662 0.085
C 3.859702 0.965510 5.354436 -0.544 -0.191 0.028 -0.061
C 2.752881 0.449355 4.408654 1.383 0.225 1.791 -0.445
C 1.733685 -0.385996 5.159832 0.402 0.209 0.348 -0.205
O 2.333232 -1.594692 5.550271 1.024 0.760 -1.153 -0.182
C 1.518285 -2.690004 5.514972 0.084 -1.217 0.462 -0.141
N 2.158500 1.581611 3.744036 0.395 -0.639 -0.211 0.068
H 4.337068 0.143243 5.887458 0.361 -0.059 -0.416 0.075
H 3.469978 1.578394 6.167204 -0.331 0.354 -0.114 0.072
H 4.526869 1.572596 4.742537 0.341 -0.167 0.285 0.075
H 3.316642 -0.238822 3.778811 -0.438 0.053 -0.801 0.137
H 0.875274 -0.513503 4.500309 -0.258 -0.353 0.082 0.110
H 1.441727 0.073434 6.104176 -0.462 0.696 -0.114 0.132
H 0.797146 -2.739994 4.699146 -0.299 0.503 -0.090 0.077
H 1.042686 -2.732456 6.494816 -0.560 -0.717 -0.046 0.092
H 2.180797 -3.535698 5.330652 -0.130 -0.361 0.461 0.089
H 1.880664 2.220737 4.475092 -0.426 0.234 -0.144 0.083
H 1.368253 1.191848 3.250391 -0.329 0.837 -0.133 0.033
C -2.835423 4.188200 -0.407607 0.068 -0.613 0.089 -0.247
C -4.265125 4.616534 -0.144623 -0.687 0.275 -0.101 -0.250
O -4.367600 5.869755 0.510045 0.059 0.120 0.261 -0.055
O -2.215993 5.057386 -1.335164 0.133 0.149 -0.075 -0.062
H -2.813528 3.158881 -0.765531 -0.310 -0.276 -0.368 0.101
H -2.160826 4.105072 0.444516 -0.375 0.604 0.353 0.121
H -4.919630 3.915722 0.373628 0.638 -0.446 0.629 0.111
H -4.816007 4.670173 -1.083638 0.310 0.125 -0.624 0.113
H -4.685046 6.535362 -0.104603 0.170 -0.062 0.009 0.083
H -2.690578 4.967330 -2.164783 0.016 0.073 -0.175 0.083
C 0.733700 4.870640 -3.873283 -1.459 0.036 -0.499 -0.272
C 0.606164 3.672830 -2.982383 1.531 -1.035 -1.257 -0.249
O 1.757304 3.604238 -2.168219 -1.050 0.014 0.955 -0.039
O 2.020546 5.103631 -4.400408 -0.039 -0.069 0.250 -0.039
H 0.311984 5.746082 -3.379455 0.257 0.297 0.243 0.117
H 0.071578 4.640138 -4.707881 -0.456 0.167 -0.307 0.110
H 0.675028 2.773471 -3.594346 0.040 -0.129 -0.543 0.092
H -0.395586 3.568877 -2.565496 0.167 0.595 0.775 0.110
H 1.437900 3.620576 -1.263057 0.481 0.143 0.472 0.065
H 1.863987 5.833779 -5.003718 0.439 0.068 -0.144 0.081

---

71
Properties=species:S:1:pos:R:3:forces:R:3:lowdin_charge:R:1 method="wB97M-V/def2-TZVPD" e_tot_ev=-68371.099 homo_energy_ev=-11.72 molar_mass_g_mol=538.3 orbital_gap_ev=7.86 charge=+1 e_lumo_ev=-3.86
N 5.707355 -2.632646 3.557155 -0.592 0.291 0.260 0.149
C 5.443564 -2.741690 2.325459 0.441 -0.139 -0.350 -0.541
N 5.737923 -1.787787 1.307375 0.060 -0.009 0.355 0.093
N 4.788604 -3.880469 1.819096 -0.191 -0.068 0.252 0.010
C 3.938151 -4.620387 2.741021 0.004 -0.424 -0.103 -0.218
C 2.473641 -4.300144 2.488260 0.133 0.212 -0.028 -0.202
C 1.574226 -4.887415 3.557003 -0.164 -0.278 -0.097 -0.185
C 0.064856 -4.574387 3.381575 0.294 -0.178 -0.041 -0.117
C -0.183953 -3.349116 2.580545 -0.278 -0.294 -0.034 -0.236
N -0.705835 -3.498999 1.347822 0.171 0.010 0.215 0.146
C -0.934816 -2.474863 0.507845 -0.092 -0.399 -0.051 -0.584
Cl -1.571935 -2.913234 -0.997939 -0.112 -0.099 -0.284 0.899
C -0.641628 -1.189715 0.870080 0.075 0.562 0.046 -0.002
B -0.904382 -0.022257 -0.201739 -0.030 0.319 -0.243 -0.688
O -2.169389 0.150720 -0.628750 0.409 -0.622 -0.524 0.163
O 0.134645 0.725976 -0.695558 -0.247 -0.185 0.416 0.189
C -0.111271 -0.984179 2.149456 -0.147 0.101 -0.198 -0.141
C 0.232943 0.398019 2.579605 0.868 0.249 0.501 -0.064
C 1.728425 0.564427 2.923581 -0.865 -1.341 0.103 -0.367
C 2.715964 -0.207224 2.146940 0.723 2.869 -0.468 -0.002
O 2.452377 1.293354 2.019801 0.389 -0.064 -0.099 -0.035
C 0.096975 -2.073741 2.991300 -0.118 0.285 0.076 -0.515
Cl 0.696948 -1.855863 4.573959 0.137 0.078 0.356 0.893
H 6.166952 -1.752235 3.766292 0.034 0.050 0.026 0.054
H 5.944024 -0.894068 1.734425 0.266 0.022 -0.004 0.072
H 6.560349 -2.071334 0.787121 -0.132 -0.023 -0.325 0.090
H 5.411781 -4.488029 1.309777 0.023 0.139 -0.271 0.127
H 4.177889 -4.416048 3.781231 0.205 0.106 0.074 0.104
H 4.094410 -5.685212 2.577500 0.066 -0.130 0.051 0.126
H 2.393685 -3.212467 2.430785 -0.069 0.103 0.098 0.094
H 2.188518 -4.680128 1.505467 -0.027 -0.011 -0.151 0.123
H 1.661621 -5.970847 3.502540 0.049 -0.143 0.130 0.122
H 1.903125 -4.613680 4.554493 0.069 0.234 0.060 0.108
H -0.397503 -4.464035 4.357799 -0.146 0.004 0.091 0.122
H -0.409122 -5.415700 2.881396 -0.169 -0.067 -0.030 0.123
H -0.922706 -4.440676 1.047648 -0.042 -0.021 -0.156 0.167
H -2.263727 0.209361 -1.616377 -0.432 0.385 0.455 0.074
H 0.922307 0.720173 -0.140357 0.251 -0.050 -0.272 0.093
H -0.349332 0.686443 3.452033 -0.260 0.055 -0.042 0.141
H 0.089668 1.101262 1.769313 -0.500 0.174 0.033 0.120
H 1.972723 0.693191 3.973089 -0.062 0.217 0.021 0.138
H 2.563186 -0.521215 1.128742 -0.206 -1.142 0.204 0.119
H 3.701529 -0.248916 2.579359 0.089 -0.873 -0.003 0.096
O -2.897911 0.123133 -3.215136 0.208 0.146 -0.077 0.063
C -2.888523 0.969257 -4.090999 -0.041 -0.254 -0.082 -0.515
O -3.890193 1.834506 -4.126163 -0.024 0.203 0.143 0.024
C -3.912157 2.976987 -5.011238 -0.070 0.133 -0.133 -0.211
C -4.461097 2.626123 -6.375247 0.007 -0.182 0.036 -0.053
C -1.820692 0.994385 -5.150536 0.179 0.207 0.154 0.032
H -2.925248 3.435771 -5.061144 0.048 -0.052 0.011 0.113
H -4.567504 3.688232 -4.511988 -0.015 -0.070 0.054 0.127
H -3.832006 1.899828 -6.889674 0.046 0.049 -0.023 0.072
H -4.523351 3.521794 -6.991632 -0.001 0.024 0.003 0.089
H -5.457477 2.195010 -6.282692 -0.020 0.048 0.007 0.088
H -2.109798 0.305084 -5.943681 -0.012 -0.003 -0.013 0.104
H -0.891774 0.645574 -4.706409 -0.038 -0.109 -0.008 0.096
H -1.644774 1.977833 -5.577436 -0.061 -0.039 -0.061 0.082
O -0.422870 4.819596 -3.225430 -0.053 -0.042 -0.040 0.108
C -1.248237 4.680373 -2.363516 0.154 -0.065 0.017 -0.525
O -1.910478 5.764659 -1.924055 -0.104 0.090 -0.082 0.006
C -3.030368 5.682381 -1.034742 -0.080 0.005 0.131 -0.232
C -2.604654 5.621667 0.416587 0.130 -0.031 -0.021 -0.060
C -1.511682 3.334424 -1.731137 -0.380 0.110 -0.039 0.019
H -3.677471 4.847236 -1.307613 0.033 -0.018 -0.003 0.111
H -3.594090 6.594165 -1.221625 0.035 0.027 -0.033 0.125
H -2.023436 4.723163 0.626496 -0.045 -0.033 0.001 0.065
H -3.479109 5.624778 1.067002 -0.019 0.013 -0.003 0.083
H -1.984029 6.483133 0.660628 -0.029 0.028 0.006 0.086
H -0.799352 3.174047 -0.924883 0.028 0.016 0.007 0.092
H -1.344108 2.576111 -2.483527 0.218 -0.121 -0.099 0.073
H -2.520375 3.206528 -1.346380 0.031 0.016 0.097 0.081

---

14
Properties=species:S:1:pos:R:3:forces:R:3:nbo_charge:R:1 method="wB97M-V/def2-TZVPD" e_tot_ev=-16146.884 homo_energy_ev=-8.82 molar_mass_g_mol=100.2 relative_energy_kcal_mol=63.5 orbital_gap_ev=9.78 charge=0 smiles=C#C[C@@H](C)SC e_lumo_ev=0.97
C -0.202244 -2.607861 -0.409010 -0.802 -0.384 0.048 -0.244
C -0.212058 -1.480732 0.030251 0.408 -1.575 -2.110 -0.035
C -0.100521 -0.097282 0.320089 -0.776 1.542 3.483 -0.428
C -0.322258 -0.155067 2.068623 -0.169 0.944 -3.542 -0.559
S 1.496113 0.716941 -0.046779 -0.394 -0.304 -0.551 0.223
C 1.353097 0.800890 -1.870054 -0.647 1.485 -0.945 -0.776
H -0.421677 -3.610142 -0.796312 0.489 1.014 0.524 0.247
H -0.898434 0.562272 -0.180263 0.903 -1.218 1.003 0.246
H -1.336916 -0.460039 2.202666 -0.588 -0.258 0.144 0.211
H -0.165009 0.798041 2.482282 -0.019 1.510 0.328 0.206
H 0.346065 -0.790498 2.578963 0.874 -1.173 -0.069 0.214
H 1.466129 -0.219203 -2.356011 -0.067 1.508 0.480 0.234
H 2.081150 1.609955 -2.231226 -0.427 -1.677 0.525 0.242
H 0.374170 1.344191 -2.185670 1.215 -1.413 0.682 0.218

---

11
Properties=species:S:1:pos:R:3:forces:R:3:nbo_charge:R:1 method="wB97M-V/def2-TZVPD" e_tot_ev=-9239.142 homo_energy_ev=-9.94 molar_mass_g_mol=96.1 relative_energy_kcal_mol=31.0 orbital_gap_ev=10.06 charge=0 smiles="O=c1cc[nH]cn1" e_lumo_ev=0.13
O 2.233909 -1.375854 0.185364 -0.337 0.135 0.056 -0.522
C 1.180740 -0.810256 0.005164 0.328 -0.141 -0.091 0.601
C 1.069198 0.665066 -0.020340 -0.129 0.016 -0.044 -0.321
C -0.134586 1.237643 -0.020833 0.217 -0.156 0.258 0.022
N -1.313431 0.438487 0.024298 0.237 -0.373 0.199 -0.649
C -1.103055 -0.917821 -0.291874 0.266 -0.444 -0.127 0.304
N -0.005499 -1.556337 -0.260195 -0.001 0.063 -0.541 -0.481
H 1.988737 1.240092 -0.021021 -0.123 -0.079 -0.191 0.240
H -0.272841 2.313645 -0.122379 -0.123 -0.272 0.336 0.215
H -1.580710 0.175432 0.986288 -0.642 1.579 0.133 0.405
H -2.062465 -1.410093 -0.464472 0.307 -0.330 0.013 0.186

---

27
Properties=species:S:1:pos:R:3:forces:R:3:nbo_charge:R:1 method="wB97M-V/def2-TZVPD" e_tot_ev=-17640.383 homo_energy_ev=-8.36 molar_mass_g_mol=186.2 relative_energy_kcal_mol=148.5 orbital_gap_ev=9.12 charge=0 smiles="CO/N=C/[C@H]1CC[C@@H](/C=[N+](/[O-])O)C1" e_lumo_ev=0.76
C 0.183879 -3.281631 -1.763316 -0.361 -0.065 -0.161 -0.256
O 1.305939 -2.602684 -1.230363 0.787 0.495 0.412 -0.379
N 0.948961 -1.399930 -0.660873 -0.523 0.090 -0.077 -0.182
C 1.875703 -0.623728 -0.291564 0.661 -0.653 -0.256 0.100
C 1.516357 0.673886 0.354226 -0.213 0.088 0.023 -0.286
C 0.783940 1.614420 -0.626705 0.034 0.199 -0.061 -0.397
C -0.253612 2.359278 0.209308 0.042 0.078 -0.045 -0.398
C -0.642670 1.428639 1.376662 0.038 -0.072 -0.235 -0.270
C -1.958250 0.727838 1.239171 0.147 0.535 0.534 -0.065
N -2.384134 -0.027824 0.283849 0.378 -0.153 0.215 0.379
O -3.492358 -0.548247 0.224111 -0.590 -0.358 -0.304 -0.481
O -1.561071 -0.289560 -0.810220 -0.126 0.268 -0.303 -0.609
C 0.556327 0.466729 1.548751 0.060 0.064 0.213 -0.397
H -0.730398 -3.005151 -1.236561 0.068 -0.035 0.017 0.201
H 0.379904 -4.346177 -1.636758 -0.018 0.069 -0.038 0.194
H 0.070682 -3.048215 -2.825900 -0.015 -0.010 0.073 0.180
H 2.923905 -0.882421 -0.424265 0.015 -0.178 -0.113 0.190
H 2.432442 1.154297 0.703237 -0.034 -0.072 -0.050 0.220
H 0.295662 1.037466 -1.409932 0.077 0.078 0.029 0.224
H 1.479625 2.303051 -1.104945 0.024 -0.013 -0.074 0.215
H 0.190533 3.266072 0.623667 -0.021 0.045 -0.019 0.205
H -1.118671 2.648898 -0.385676 0.000 0.063 0.024 0.228
H -0.746368 2.033139 2.280458 -0.054 -0.094 -0.075 0.227
H -2.681175 0.860291 2.028033 -0.158 -0.138 -0.067 0.214
H -0.668445 -0.630348 -0.545267 -0.261 -0.238 0.238 0.498
H 0.218081 -0.568311 1.598779 0.029 0.065 0.054 0.222
H 1.075211 0.680224 2.482097 0.015 -0.057 0.046 0.221